The following is a DFT calculation (the ωB97M-V functional and the def2-TZVPD basis) of CH2Cl2O2P2 in the gas phase in a non-equilibrium geometry.

```
9
CH2Cl2O2P2 the ωB97M-V functional and the def2-TZVPD basis
C 1.29417 0.42715 1.31203
P 1.44508 -0.84340 0.23340
O 2.45359 -0.14149 -0.92332
P 4.19096 0.13877 -0.46276
O 4.87885 0.32247 -1.74545
Cl 4.67656 -1.48348 0.55139
Cl 4.47399 1.60085 0.79377
H 0.66906 0.21535 2.12135
H 1.92673 1.25906 1.41895
```

Calculated values
Kohn-Sham gap = 9.49 eV
LUMO = -0.4 eV
energy above the lowest of the compared OMol25 structures with the same formula, charge and spin = 0.7140 eV
HOMO level = -9.90 eV

The following is a DFT calculation (the ωB97M-V functional and the def2-TZVPD basis) of C4H8O2 in the gas phase.

```
14
C4H8O2 the ωB97M-V functional and the def2-TZVPD basis
C -0.94262 0.05193 1.21773
C 0.08545 -0.28886 0.14401
C 1.49369 -0.29099 0.70343
O 1.76024 -0.33167 1.87966
C -0.01302 0.55133 -1.14719
O -0.06202 -0.25376 -2.30997
H -0.84891 -0.63173 2.06465
H -1.95930 -0.02304 0.81784
H -0.79894 1.06777 1.60112
H -0.07346 -1.32447 -0.19617
H 2.30245 -0.26789 -0.05924
H -0.88181 1.22414 -1.08982
H 0.87221 1.18409 -1.28183
H -0.93396 -0.66687 -2.34421
```

Calculated values
Kohn-Sham gap = 10.58 eV
LUMO = 0.7 eV
energy above the lowest of the compared OMol25 structures with the same formula, charge and spin = 1.2922 eV
HOMO level = -9.84 eV

The following is a DFT calculation (the ωB97M-V functional and the def2-TZVPD basis) of 2 unconnected molecules or ions with the total composition C3H8O4 in a non-equilibrium geometry.

```
15
C3H8O4 the ωB97M-V functional and the def2-TZVPD basis
C -0.95751 1.30519 -0.75421
O -0.40065 1.90543 0.36599
C 0.94194 2.14587 0.13860
O 1.61779 0.94948 -0.19778
C 1.05146 0.18588 -1.23541
O -0.31431 -0.00380 -0.96841
H -0.84960 1.98948 -1.61767
H -2.03737 1.10366 -0.61738
H 1.26087 2.57329 1.10868
H 0.95633 2.96161 -0.60961
H 1.41124 -0.86076 -1.21212
H 1.29467 0.60329 -2.23144
O -1.49791 -4.73443 2.89888
H -1.13866 -4.41878 2.03891
H -1.33834 -5.70539 2.89296
```

Calculated values
Kohn-Sham gap = 11.27 eV
LUMO = 0.8 eV
energy above the lowest of the compared OMol25 structures with the same formula, charge and spin = 2.1210 eV
HOMO level = -10.48 eV

The following is a DFT calculation (the ωB97M-V functional and the def2-TZVPD basis) of 2 unconnected molecules or ions with the total composition C2H7N3O2 in a non-equilibrium geometry.

```
14
C2H7N3O2 the ωB97M-V functional and the def2-TZVPD basis
C 2.03934 -0.11929 0.00891
C 0.57695 0.45731 -0.50595
N 0.50773 1.82368 -0.37446
N -0.39724 -0.26339 -1.02885
N -0.42969 -1.67461 -0.83337
O 2.73045 0.85215 0.34371
O 2.17220 -1.33496 0.03864
H 0.37236 -0.85664 1.47826
H 1.28828 2.31109 0.04066
H -0.22255 2.45338 -0.14919
H -1.23687 0.17110 -1.45942
H -0.15156 -1.21287 1.90748
H 0.38398 -2.08101 -0.56145
H -0.61649 -2.06155 -1.73785
```

Calculated values
Kohn-Sham gap = 9.84 eV
LUMO = 0.4 eV
energy above the lowest of the compared OMol25 structures with the same formula, charge and spin = 3.7791 eV
HOMO level = -9.48 eV

The following is a DFT calculation (the ωB97M-V functional and the def2-TZVPD basis) of a molecular structure, C42H41Cl2IrN5O2P2STe2.

```
98
C42H41Cl2IrN5O2P2STe2 the ωB97M-V functional and the def2-TZVPD basis
Ir -0.53057 -0.36254 -0.38156
C 0.59454 -0.92965 3.79746
C 0.41334 -0.97371 2.31583
N -0.36963 -0.18543 1.67889
N -1.01357 0.84675 2.29230
C -1.80752 1.64850 1.52850
N -2.33105 2.70962 2.11990
S -2.22298 1.24626 -0.06277
C 1.15044 -1.91823 1.42708
C 2.11127 -2.77479 1.91753
C 2.76464 -3.64342 1.04393
C 2.42244 -3.62100 -0.28818
C 1.46108 -2.71419 -0.72525
N 0.84400 -1.87284 0.09948
H -0.36604 -0.76958 4.29030
H 1.27787 -0.12960 4.09657
H 0.99414 -1.86410 4.17884
H -0.78843 1.07245 3.25010
H -1.98727 3.05625 3.00172
H -2.81923 3.37384 1.53838
H 2.34668 -2.78413 2.97131
H 3.51807 -4.32594 1.41404
H 2.87707 -4.29304 -1.00266
H 1.17730 -2.66477 -1.76530
Te -3.26908 -1.82115 -4.25555
C -3.23947 -3.91171 -4.55153
C -2.79928 -4.45020 -5.75425
C -2.71791 -5.83252 -5.87493
N -3.03461 -6.67978 -4.89795
C -3.48611 -6.15184 -3.76229
C -3.61373 -4.78818 -3.54268
C -1.88872 -1.71876 -2.68724
P -0.61927 -0.55253 -2.68501
C -1.04492 0.89642 -3.71221
C -2.16327 1.66501 -3.38622
C -2.54074 2.74138 -4.17063
C -1.80337 3.06535 -5.30222
C -0.69684 2.30486 -5.64312
C -0.31481 1.22781 -4.85334
C 0.87929 -1.15644 -3.52405
C 2.09434 -0.48349 -3.38885
C 3.21965 -0.91637 -4.07332
C 3.13469 -2.02832 -4.90564
C 1.92709 -2.69639 -5.05014
C 0.79890 -2.26372 -4.36130
P -2.11137 -1.95382 -0.98637
C -1.49839 -3.58315 -0.46263
C -1.05577 -4.49104 -1.41584
C -0.51997 -5.71246 -1.01969
C -0.40763 -6.01954 0.32682
C -0.83791 -5.10888 1.28917
C -1.37950 -3.89675 0.89402
C -3.86568 -1.91921 -0.57830
C -4.46982 -2.97429 0.10373
C -5.82754 -2.93129 0.39104
C -6.57934 -1.82941 0.01674
C -5.98246 -0.77220 -0.65945
C -4.63193 -0.81504 -0.95409
H -2.51686 -3.81645 -6.58506
H -2.37040 -6.27995 -6.79956
H -3.76354 -6.85738 -2.98569
H -4.00856 -4.42584 -2.60048
H -2.76190 1.41392 -2.52281
H -3.41085 3.32585 -3.90237
H -2.09756 3.90338 -5.91988
H -0.12772 2.54375 -6.53173
H 0.54584 0.64320 -5.14559
H 2.13796 0.40130 -2.76377
H 4.15765 -0.38129 -3.97948
H 4.00701 -2.36524 -5.45016
H 1.85856 -3.55448 -5.70608
H -0.14592 -2.78507 -4.47172
H -1.13902 -4.23870 -2.46511
H -0.19361 -6.42320 -1.76853
H 0.00746 -6.97155 0.63195
H -0.75680 -5.35276 2.34108
H -1.71958 -3.18612 1.64315
H -3.88811 -3.83814 0.39810
H -6.29578 -3.75958 0.90559
H -7.63604 -1.79467 0.24678
H -6.57450 0.08101 -0.96287
H -4.17614 0.00080 -1.49423
C 5.84398 0.08528 -0.25043
Te 3.72752 0.09609 -0.22786
C 3.66716 1.32007 1.48297
H 6.21321 1.10407 -0.35420
H 6.18654 -0.52157 -1.08506
H 6.19558 -0.34142 0.68856
H 3.99784 0.72716 2.33514
H 2.64752 1.67041 1.62249
H 4.34094 2.15888 1.32679
Cl 3.42603 2.90713 -1.57389
C 1.63488 3.16928 -1.58990
Cl 1.30966 4.87578 -1.48411
C 0.96990 2.35173 -0.45977
O 0.26978 2.89704 0.36148
O 1.22096 1.07453 -0.53706
H 1.27713 2.80260 -2.55052
```

Calculated values
<S²> = 0.754
net charge = +2
Kohn-Sham gap (spin up / spin down) = 5.21 / 3.87 eV
2S+1 = 2
LUMO (spin up / spin down) = -6.3 / -7.6 eV
energy above the lowest of the compared OMol25 structures with the same formula, charge and spin = 1.1729 eV
HOMO level (spin up / spin down) = -11.49 / -11.49 eV

The following is a DFT calculation (the ωB97M-V functional and the def2-TZVPD basis) of a molecular structure, C38H34ClN7NaO2Si in a non-equilibrium geometry.

```
84
C38H34ClN7NaO2Si the ωB97M-V functional and the def2-TZVPD basis
Na 0.21050 -0.78950 0.20730
Cl -0.51110 0.05170 6.34070
C -0.75460 -0.55720 4.72720
C -0.58350 -1.92430 4.48840
C -0.74490 -2.41100 3.22440
C -1.09340 -1.57760 2.11900
O -1.17610 -2.04560 0.94940
C -1.30080 -0.18310 2.41550
C -1.64890 0.71210 1.36430
N -1.57980 1.98300 1.53420
C -1.67150 2.96990 0.61370
C -1.79880 4.25800 1.13340
C -1.74060 5.39420 0.33560
C -1.56930 5.28630 -1.02310
C -1.46790 4.01500 -1.61420
C -1.31810 3.84660 -3.00550
C -1.25480 2.58750 -3.53370
C -1.32170 1.49710 -2.65470
N -1.43810 1.61390 -1.36080
C -1.51370 2.83450 -0.81030
C -1.09120 0.29850 3.71470
H -0.30530 -2.58260 5.29970
H -0.58830 -3.46070 3.01900
H -1.99800 0.23860 0.43820
H -1.91800 4.35640 2.20260
H -1.81170 6.37220 0.79460
H -1.51510 6.16560 -1.65350
H -1.27440 4.72100 -3.64040
H -1.14420 2.42460 -4.59570
H -1.29820 0.48370 -3.03030
H -1.22160 1.35480 3.89030
N 3.31210 -0.70180 -2.68830
C 2.69300 0.16420 -1.86310
N 1.43990 -0.15970 -1.74660
C 1.31390 -1.27010 -2.51010
N 2.44140 -1.62360 -3.10240
C 0.06460 -1.99750 -2.59980
C -0.10490 -3.10610 -3.43440
N -1.24810 -3.76550 -3.48670
C -2.22590 -3.33880 -2.69800
C -2.06950 -2.22710 -1.87920
N -0.93450 -1.56060 -1.83940
H 4.28370 -0.75650 -2.95040
H 3.16640 0.97820 -1.36120
H 0.69400 -3.44350 -4.07840
H -3.15040 -3.89880 -2.74930
H -2.85820 -1.86610 -1.23860
C 5.30060 -0.10470 3.59950
C 3.80190 -0.25220 3.33890
C 3.33530 -1.62160 3.82240
C 3.05620 0.83000 4.11060
Si 3.30130 -0.09950 1.48700
O 1.77310 -0.13810 1.22920
C 4.07600 1.52080 0.81960
C 3.37110 2.69610 1.05550
C 3.80510 3.91840 0.57430
C 4.97350 3.99800 -0.16540
C 5.68390 2.84040 -0.42890
C 5.23190 1.62290 0.05400
C 4.11990 -1.55750 0.55280
C 5.47810 -1.77910 0.35720
C 5.93870 -2.82510 -0.42660
C 5.04250 -3.68660 -1.03530
C 3.68610 -3.51630 -0.81410
C 3.24560 -2.46800 -0.02710
H 5.51730 -0.16100 4.67050
H 5.66390 0.85420 3.22870
H 5.85820 -0.89670 3.10230
H 3.52530 -1.75390 4.89060
H 3.84710 -2.41490 3.27750
H 2.26860 -1.72960 3.63910
H 3.20850 0.72780 5.18830
H 1.99190 0.76720 3.89980
H 3.39810 1.81830 3.80650
H 2.45060 2.64130 1.61400
H 3.23130 4.81430 0.77180
H 5.32800 4.95070 -0.53770
H 6.59200 2.88480 -1.02000
H 5.79700 0.73170 -0.17940
H 6.20300 -1.12900 0.82850
H 7.00450 -2.97120 -0.55620
H 5.40000 -4.49270 -1.66240
H 2.96960 -4.19640 -1.25640
H 2.18550 -2.34300 0.14970
```

Calculated values
net charge = -1
Kohn-Sham gap = 6.15 eV
LUMO = 2.0 eV
energy above the lowest of the compared OMol25 structures with the same formula, charge and spin = 1.2892 eV
HOMO level = -4.12 eV